239
Properties=species:S:1:pos:R:3:forces:R:3 method="wB97M-V/def2-TZVPD" spin_multiplicity=4 energy_ha=-6044.03540 homo_lumo_gap_ev="5.15 / 6.81" e_lumo_ha="0.0527 / 0.0528" charge=-1 fmax_ev_per_a=7.9 mol_weight_da=1497.8
C 3.295 -2.213 5.416 -0.02 0.67 -0.32
H -1.357 3.371 1.538 0.04 -0.22 0.16
H 1.498 -4.183 -3.093 -0.09 -0.19 0.17
H 0.128 1.414 5.287 -0.17 0.14 0.39
H -4.717 1.356 5.345 0.62 0.18 0.44
H 4.703 9.046 -2.526 -0.38 -0.05 -0.01
H -3.578 -5.210 0.481 0.10 -0.34 0.50
C -4.817 3.486 -1.391 1.67 0.15 0.27
C -6.050 2.913 6.159 0.54 -0.64 0.46
H -0.966 -0.600 3.236 0.21 0.30 -0.33
H 5.861 -2.594 5.999 -0.36 -0.52 -0.58
H -5.537 4.320 1.894 -0.19 -0.41 -0.05
H -7.339 -3.627 -2.133 0.14 0.71 0.35
H 3.216 -0.589 -4.379 -0.15 0.39 0.06
H -5.590 -0.559 3.427 -0.70 0.04 0.36
C 4.133 -0.937 5.218 0.42 -0.23 -0.52
C -3.262 -5.404 -0.544 -0.80 2.08 -0.61
H -5.213 3.561 -3.530 0.21 -0.22 -0.11
H 5.406 7.955 -0.041 -0.03 -0.32 -0.21
Li -0.253 1.502 1.504 0.36 0.34 -0.39
H -1.951 -2.984 -5.359 -0.36 -0.41 0.19
H -1.416 2.940 4.108 -0.14 -0.82 -0.48
H 0.196 4.218 1.830 -0.04 -0.18 -0.36
O -0.615 -0.042 0.639 -0.18 -2.90 -0.50
N -3.426 2.861 -1.460 0.03 -0.98 0.13
H -6.578 2.357 6.934 0.09 0.06 0.19
H 3.563 -3.709 -6.612 -0.87 -0.31 0.12
Cr 1.902 1.671 -1.656 -0.94 2.48 1.39
N 5.363 -1.232 4.461 -0.45 -0.13 -1.08
H -1.508 -4.799 5.998 0.05 -0.68 -0.11
H -7.577 -0.233 -5.301 -0.26 0.05 -0.57
C -3.608 0.382 -0.795 -1.24 1.87 1.67
C -3.436 -3.043 -1.208 1.78 -0.34 -1.73
C -5.088 1.428 2.794 -0.51 1.38 0.40
O 0.703 1.710 -0.145 -1.89 6.77 3.57
O 1.741 1.923 -3.654 1.54 -3.44 -5.22
C 6.561 0.975 4.766 0.12 -0.59 -0.87
H 1.092 -3.656 1.408 0.00 -0.11 -0.28
H -5.130 3.305 6.593 -0.42 0.76 0.19
H 2.609 -0.015 -6.730 0.20 0.03 0.16
C 4.893 9.408 -1.516 -0.36 -0.02 -0.56
H -2.601 -7.414 -0.668 -0.31 -0.22 0.32
C 2.657 -3.214 -0.075 -0.27 -0.43 0.90
H 0.780 -7.204 4.314 -0.08 0.01 -0.12
C -3.969 0.002 -6.907 0.10 0.15 0.44
C -0.511 -3.268 5.028 1.37 -0.24 0.90
H -1.264 -3.320 -1.647 0.06 0.35 0.27
O 3.351 2.621 -0.749 -1.55 2.88 2.51
H -4.302 5.350 2.379 0.46 -0.07 0.68
H -5.155 1.830 -7.092 0.02 0.07 -0.41
C -1.078 0.165 4.005 0.78 -0.12 0.51
H -3.400 2.101 0.581 -0.69 -0.10 0.19
H 2.072 3.917 4.280 0.06 0.06 0.50
N 2.743 -2.477 -5.085 -2.71 -0.43 0.03
H -7.020 0.533 2.887 -0.06 -0.34 0.63
H -4.602 -0.463 -7.662 -0.02 -0.82 -0.01
H -4.082 1.082 3.029 0.54 0.19 -0.12
H 0.417 7.079 -2.397 0.06 0.98 0.22
C 2.551 2.944 4.173 0.40 1.17 0.08
Cs -1.756 1.004 -3.794 0.54 0.64 0.00
H -3.749 3.399 4.181 0.58 0.40 0.37
H -5.438 2.654 -1.060 -0.44 0.12 -0.47
C 0.497 -6.488 6.340 -0.42 0.12 -0.37
H -0.156 -3.949 -3.679 0.13 -0.20 -0.37
H 6.722 -3.384 3.681 0.01 -0.81 0.24
H 0.725 -2.983 -5.748 -0.18 0.59 -0.23
H 4.026 8.865 0.366 -0.29 0.42 0.35
N -5.518 2.490 3.769 -1.33 -2.77 -0.80
S 4.483 1.800 -1.186 0.54 2.78 -3.55
H 5.293 0.487 3.122 -1.21 -0.28 0.47
C 4.502 8.375 -0.483 0.21 -0.95 0.78
H -5.122 1.911 1.817 0.29 -0.11 0.05
O 0.287 0.505 -1.886 -3.53 -3.32 -4.16
C 7.331 -2.829 4.395 -0.93 -0.16 -0.76
H -4.825 4.207 -0.573 -0.12 0.17 0.27
H 5.902 1.205 5.603 -0.18 -0.22 -0.04
C 4.304 -2.293 -1.635 -0.95 0.90 0.32
H -5.721 -5.328 -0.892 -0.85 0.08 -0.05
C 6.346 -2.169 0.448 0.01 0.75 0.55
H -2.926 -0.078 -7.212 0.00 -1.11 0.39
H -1.147 -4.707 2.403 0.05 0.34 0.13
H -3.198 -0.295 -0.046 0.57 -0.37 -0.69
H -1.315 3.240 -1.443 -0.08 -0.38 -0.55
H 3.585 -0.152 4.697 -0.21 -0.29 -0.57
H 2.620 2.399 5.115 -0.49 0.09 0.21
H -5.647 1.121 -5.152 0.42 0.04 0.22
H -6.254 4.668 -2.775 -0.19 -0.14 0.92
H 5.080 4.783 -0.538 -0.43 0.30 -0.53
C 4.677 -2.004 -6.500 0.53 1.96 -1.15
H -5.810 -2.964 -2.912 -0.15 0.69 0.78
H -2.284 -6.825 2.037 0.05 0.06 0.73
C -5.616 1.923 5.102 -1.35 -0.62 -0.66
H 3.026 -2.652 4.455 0.19 0.07 -0.17
H 2.835 -4.286 -0.154 0.26 -0.40 0.12
C -2.350 -2.027 -5.693 -0.54 -1.21 2.10
H -0.116 3.867 4.431 0.82 0.42 -0.45
C -3.456 -6.809 -0.971 -0.72 -0.78 -0.43
H 1.513 -5.663 4.721 0.16 0.48 -0.74
Li 3.651 -0.492 0.118 -0.38 0.50 -0.39
O 1.151 3.335 -2.310 -2.17 3.50 5.00
H 1.828 -4.251 -5.470 -0.32 -0.48 0.39
N 0.408 2.006 3.313 -0.48 -0.88 0.96
H -6.757 3.650 5.777 0.35 0.15 -0.04
H 2.007 6.650 -2.998 -0.24 -0.31 -0.21
H -2.349 4.051 -2.699 0.82 0.26 -0.07
H -3.523 -6.909 -2.054 0.09 0.27 -0.10
H -2.047 1.707 -0.298 0.22 0.41 -0.66
C -0.487 3.238 3.622 0.74 -1.36 -1.07
C 5.961 -0.081 3.769 -0.16 1.43 0.77
H 4.281 10.286 -1.308 0.38 0.35 -0.49
H 2.678 5.518 -0.278 0.53 -0.34 -0.62
H 2.049 2.433 2.075 0.01 0.84 -0.01
H 6.714 1.916 4.237 0.27 -0.04 -0.01
H -6.385 -4.450 -3.218 0.45 -0.96 0.31
H 0.738 -2.638 -3.004 0.12 0.44 -0.40
N -4.199 -0.423 -5.505 -0.37 0.64 0.66
H -4.482 -2.550 -5.748 -0.17 -0.07 -0.89
C -1.196 -6.792 2.104 1.16 -0.46 -0.87
H 0.078 -3.018 4.146 -0.63 0.37 -0.37
O 4.880 0.915 -0.137 2.11 -1.71 2.74
H -5.978 -0.230 1.773 0.29 -0.02 -0.15
H 6.778 -2.097 -0.550 -0.33 -0.25 -0.10
H -1.337 5.453 -0.744 0.07 0.15 -0.38
H 1.410 0.738 -5.709 0.20 -0.10 0.39
N -0.628 -5.645 4.199 0.40 -0.40 1.92
C 1.823 -0.226 -6.004 -0.04 -0.39 0.15
H 1.230 -7.206 6.709 -0.11 -0.37 -0.40
H -3.871 3.732 1.813 -0.05 0.24 -0.29
H -4.077 -2.209 -1.494 -0.66 -0.50 -0.14
H -1.120 -2.474 5.462 0.14 0.18 -0.39
C -6.285 -3.779 -2.365 -0.07 -0.61 -0.71
H 2.421 8.725 -1.839 -0.25 0.19 0.22
H -4.650 0.443 -0.482 -0.62 -0.55 -0.68
C 1.837 2.160 3.109 1.57 0.45 -0.79
C 0.253 0.940 4.314 -3.20 -0.18 0.87
H 5.143 -1.600 -1.702 0.19 -0.23 0.17
C 6.331 -2.007 5.210 1.03 0.94 0.79
C -3.124 1.810 -0.432 0.62 0.24 -0.93
H 6.634 -0.305 2.941 0.77 -0.84 0.66
C -6.643 -0.714 -5.594 0.05 0.52 1.48
H 3.853 -4.374 -2.111 0.14 -0.01 0.12
H -6.441 -0.730 -6.665 -0.59 -0.47 0.12
H 2.600 -3.127 2.087 0.02 0.20 0.14
C -3.854 -1.836 -5.215 0.58 0.43 -2.24
C -2.246 3.767 -1.652 -1.51 -1.44 -0.48
H 0.267 -3.500 5.755 0.32 0.44 0.31
H -1.276 4.868 2.466 -0.24 0.03 -0.15
H -2.187 -5.226 -0.583 -0.10 0.71 -0.23
H 4.331 -0.413 6.153 0.28 -0.33 0.69
N -4.019 -4.387 -1.388 0.67 0.70 -0.27
H 4.771 -3.176 1.598 0.05 0.31 0.08
H 1.974 -3.025 -0.903 0.30 0.60 -0.14
H -2.015 -1.777 -2.220 0.57 0.10 0.40
H 5.596 -3.868 -2.116 -0.03 -0.67 0.25
H 6.898 -1.332 5.852 0.45 0.43 0.17
S 1.209 3.289 -3.770 2.48 -0.13 0.44
C 2.280 7.803 -1.274 0.05 -0.38 -0.01
H 5.359 -3.925 0.131 -0.29 -0.72 0.13
H 2.393 1.224 3.159 -0.91 -0.77 -0.24
O 3.686 1.006 -2.124 1.68 -3.27 -3.34
C 5.053 -2.973 0.565 0.42 -0.96 -0.66
H -3.525 0.179 -1.863 0.09 -0.38 0.45
C 4.567 -3.583 -2.338 1.04 -0.34 -0.73
H 7.949 -3.457 5.037 -0.19 -0.15 -0.09
H 3.844 -2.972 5.975 -0.20 0.09 0.17
C -1.273 -4.554 4.962 -0.46 -0.34 -1.48
H 3.545 -1.711 -2.157 -0.51 -0.15 0.25
H 5.363 -1.987 -5.653 -0.41 -0.73 0.27
H 4.574 -3.457 -3.421 -0.33 0.23 -0.02
H -0.737 -7.671 2.556 -0.55 -0.25 0.22
H 6.241 -1.138 0.787 -0.08 0.10 0.04
C 4.756 5.418 0.287 0.80 -1.16 0.20
H -3.606 1.719 -8.065 -0.58 0.07 -0.31
H 5.229 -2.286 -7.396 0.10 -0.59 0.03
O 1.959 0.086 -0.435 2.86 -6.18 1.76
H 1.024 0.203 4.540 0.60 0.32 -1.06
H -1.408 -0.398 4.878 -0.14 0.25 0.20
H -2.559 4.825 0.259 -0.11 -0.72 0.04
C -5.254 4.243 -2.681 0.55 -1.03 -0.47
C -4.129 1.465 -7.144 0.10 1.34 0.69
H -6.651 -1.652 -5.040 -0.15 -0.59 -0.92
H 0.722 -5.622 6.963 -0.15 0.47 -0.37
H 1.293 5.862 -1.638 0.35 -0.05 0.20
H 5.960 9.626 -1.551 -0.04 0.26 0.52
H -4.162 -2.156 -4.220 1.03 0.68 0.67
H -4.584 5.061 -2.945 0.25 -0.04 0.31
H 1.055 -0.735 -6.586 -0.29 -0.29 0.07
H 2.981 6.545 0.952 0.52 0.63 0.81
H 2.345 -1.968 5.891 0.08 -0.09 0.37
H -6.390 1.156 5.073 -0.05 -0.13 -0.24
C 1.917 -2.960 1.254 0.29 -0.08 -0.23
C 0.594 -6.244 4.796 -0.61 0.16 1.33
H -5.571 -3.678 -0.274 -0.85 0.21 0.15
O 5.489 2.643 -1.840 -0.20 -1.52 1.41
H 7.987 -2.323 3.688 0.11 0.79 0.52
H 4.546 -0.943 -6.714 -0.13 0.33 0.26
H -2.103 -2.068 -6.754 -0.54 0.73 0.06
H 1.581 -1.021 -3.985 0.07 -0.26 -0.04
C 1.486 -3.310 -5.040 0.74 -0.01 0.15
H -4.407 -7.174 -0.582 0.17 -0.51 0.12
N 3.913 -2.463 -0.191 0.06 1.18 -1.04
H -1.862 0.862 3.708 -0.03 -0.05 0.03
H 2.670 -2.234 -7.196 -0.04 -0.32 -0.33
H -2.143 -3.227 -3.110 -0.82 -0.35 0.09
H -5.259 4.402 4.323 0.39 -0.16 0.79
O -0.075 3.282 -4.399 -2.40 0.21 -1.19
C -2.144 -2.851 -2.087 -0.50 0.08 0.33
C -5.512 0.062 -4.931 0.81 -0.77 -1.43
H -0.513 -6.798 6.610 0.07 -0.32 0.04
H -5.567 -0.097 -3.854 0.44 0.11 0.08
H 7.116 -2.637 1.061 -0.07 -0.10 0.17
H 5.645 5.999 0.531 -0.23 0.37 0.25
C 0.842 -3.512 -3.647 0.90 -0.29 -0.08
P 0.432 0.249 -0.415 0.82 2.47 0.95
C 1.436 6.844 -2.090 0.79 -1.16 -1.09
H 0.461 -5.367 2.468 0.09 -0.36 -0.47
H -2.236 -4.375 4.484 -0.17 -0.15 -0.14
C -0.573 -5.567 2.748 -0.83 0.64 0.54
C -0.762 3.928 2.261 0.67 0.82 1.54
C 3.483 6.169 0.061 -0.26 1.16 -1.45
N 3.642 7.293 -0.955 -1.23 -0.98 0.47
H -3.053 5.631 -1.167 0.08 0.39 -0.01
C -4.581 4.297 2.417 0.07 -0.35 -1.20
C 2.322 -1.064 -4.784 1.13 0.65 -1.11
H -3.565 2.029 -6.401 -0.03 0.08 0.30
H 4.640 4.659 1.061 -0.19 0.15 0.40
C -5.492 -4.298 -1.167 1.84 -1.02 0.24
H 3.592 3.167 3.942 0.02 -0.12 -0.46
C -5.985 0.214 2.769 -0.06 -0.04 -0.65
H 7.504 0.601 5.166 0.09 0.30 0.06
C -4.727 3.633 3.762 0.43 2.26 -0.26
H 1.686 7.945 -0.372 0.23 0.81 0.70
H -1.732 -1.361 -5.091 0.15 0.27 -0.73
C -2.297 4.941 -0.792 -0.07 2.46 1.08
C 3.319 -2.662 -6.432 1.14 0.30 1.47
O 2.097 4.315 -4.239 0.06 0.12 -0.96
H -3.126 -2.791 -0.194 -0.11 -0.33 0.54
H 1.479 -1.963 1.302 0.23 0.14 0.02
H -0.883 -6.869 1.063 0.16 0.20 -0.28